Record 1
Formula: CH8O4
Source: the Open Molecules 2025 dataset
Level of theory: ωB97M-V with the def2-TZVPD basis set

```
13
Properties=species:S:1:pos:R:3:forces:R:3
C -2.3645 2.1305 -0.8129 -0.0410 -0.1774 -0.1316
O -1.4864 2.4860 -0.0817 0.1001 0.0867 0.0916
H -2.5949 2.6702 -1.7474 -0.0289 0.0791 -0.0437
H -2.9746 1.2339 -0.6088 0.0104 -0.0063 0.0914
O 1.7674 -1.0892 1.7247 -0.1639 -0.3644 -0.0924
H 1.5924 -2.0253 1.8753 0.1951 0.0198 0.1935
H 2.2513 -1.0908 0.8888 -0.0869 0.2141 -0.2018
O 2.4033 -0.1057 -1.3013 -0.0256 0.3205 0.1881
H 2.8550 0.6505 -0.9065 0.1159 -0.1157 -0.0431
H 1.5596 0.2802 -1.5675 -0.0629 -0.2444 0.0180
O -1.1288 -1.4488 0.5672 0.1989 -0.4688 0.3817
H -0.2954 -1.4589 1.0686 -0.1216 0.4694 -0.2677
H -1.5845 -2.2325 0.9015 -0.0896 0.1876 -0.1841
```
Forces are in eV/Å.

Orbital gap = 10.6712 eV
Energy above the lowest of the compared OMol25 structures with the same formula, charge and spin = 10.2 kcal/mol
Highest occupied orbital energy = -0.36977 Ha
LUMO = 0.6 eV
SMILES = C=O.O.O.O

---

Record 2
Formula: H11S6
Source: the Open Molecules 2025 dataset
Level of theory: ωB97M-V with the def2-TZVPD basis set

```
17
Properties=species:S:1:pos:R:3:forces:R:3
S -2.2182 3.1168 1.5562 -1.3877 -3.0950 2.0884
H -1.6698 4.0226 0.9152 1.8348 2.3267 -1.8908
S -2.9420 0.7607 -1.7489 -0.2734 -0.3173 0.6596
H -2.2960 0.5427 -0.5475 -0.1640 -0.0817 -0.3354
H -1.8619 1.3856 -2.1636 0.4993 0.3117 -0.3811
S -0.1377 0.3132 0.7344 0.0713 0.9058 -0.7590
H -0.2531 -0.6378 1.6185 -0.1583 -0.7596 0.7768
H -1.2619 2.0339 1.3903 -0.4456 0.7108 -0.1567
S 3.2874 -2.7946 4.6442 3.7237 -1.6588 -0.2927
H 2.2790 -2.0593 4.7453 -2.9336 0.8357 0.1980
H 2.9070 -4.0976 4.6554 -0.7886 0.8309 0.0738
S -2.8814 -3.3899 -1.2766 -0.7955 0.6381 1.0433
H -2.6629 -2.8628 -2.4734 -0.0522 0.4372 -0.1621
H -3.5509 -2.2832 -0.7219 0.8805 -1.0733 -0.8678
S 4.8212 1.9797 -3.9858 -0.3171 0.0728 -1.3129
H 5.6199 1.7156 -2.9977 0.7001 -0.2428 0.9485
H 3.8827 2.4656 -3.1970 -0.3939 0.1588 0.3702
```
Forces are in eV/Å.

Orbital gap = 6.4309 eV
Energy above the lowest of the compared OMol25 structures with the same formula, charge and spin = 31.4 kcal/mol
Net charge = -1
Highest occupied orbital energy = -0.13473 Ha
LUMO = 2.8 eV

---

Record 3
Formula: C31H27AlBrF5O2
Source: the Open Molecules 2025 dataset
Level of theory: ωB97M-V with the def2-TZVPD basis set

```
67
Properties=species:S:1:pos:R:3:forces:R:3
O 1.1496 -9.4605 0.9930 -0.1257 0.1877 0.1164
C 0.1781 -9.0492 0.2779 -0.1591 -0.1947 -0.1388
O -0.8558 -9.7360 0.0121 0.1943 0.1201 0.1049
Al 0.1910 -7.1316 -0.4705 -0.2435 -0.7953 0.6520
Br 0.9075 -7.2325 -2.8302 0.0274 0.1685 -0.0257
H 1.1903 -6.2032 0.4096 0.2220 0.0212 -0.0649
H -1.2987 -6.4603 -0.4014 0.0714 0.1934 -0.2194
F 1.0457 -4.2947 -1.1820 0.1163 0.8162 -0.2785
C 1.4232 -3.2519 -0.4417 -0.0867 -0.2942 0.1972
C 2.0421 -2.1589 -1.0250 0.0197 0.0252 -0.1129
C 2.4452 -1.1028 -0.2126 0.0014 -0.0869 0.0630
C 2.2424 -1.1493 1.1627 0.0058 -0.0442 -0.1266
C 1.6106 -2.2559 1.7238 0.0593 0.1495 -0.1129
C 1.1916 -3.3050 0.9240 -0.1161 -0.0709 0.0917
H 2.2101 -2.1494 -2.0944 -0.0092 -0.0193 0.0054
H 2.9310 -0.2417 -0.6586 0.0102 -0.0088 -0.0131
H 2.5736 -0.3300 1.7902 0.0013 -0.0019 0.0003
H 1.4476 -2.3212 2.7892 0.0033 0.0746 -0.0026
H 0.7007 -4.1788 1.3293 0.0384 -0.0754 -0.0512
F 1.0005 -4.0461 4.1147 -0.0225 -0.0760 0.2025
C 0.2285 -5.1722 4.1051 -0.0919 -0.1454 -0.1172
C 0.7158 -6.3064 3.4911 0.1262 0.1136 0.0204
C -0.0878 -7.4369 3.4511 -0.0476 -0.1896 0.0224
C -1.3539 -7.4094 4.0247 0.0132 0.0568 0.0535
C -1.8189 -6.2537 4.6371 0.0253 -0.0524 -0.0122
C -1.0237 -5.1152 4.6811 -0.0375 0.1307 0.1040
H 1.6926 -6.2969 3.0273 -0.0385 -0.0398 -0.0889
H 0.2718 -8.3296 2.9491 0.0561 0.0117 -0.1943
H -1.9813 -8.2894 3.9777 0.0088 -0.0031 -0.0572
H -2.8114 -6.2292 5.0720 0.0078 0.0164 0.0027
H -1.3649 -4.1984 5.1456 0.0091 0.0085 -0.0341
F 0.4528 2.7628 2.1956 0.0055 0.0062 0.0163
C 0.0413 2.7801 0.9083 -0.0461 0.0245 -0.1406
C -0.4495 3.9614 0.3884 -0.0040 0.1053 0.0277
C -0.8654 3.9804 -0.9362 0.0625 -0.0872 -0.0171
C -0.7933 2.8283 -1.7074 0.0034 -0.0064 -0.0683
C -0.3009 1.6505 -1.1580 -0.0148 0.1303 -0.0315
C 0.1280 1.6231 0.1612 0.0212 -0.1470 0.1041
H -0.5020 4.8445 1.0126 0.0078 -0.0135 0.0125
H -1.2459 4.8975 -1.3633 -0.0189 -0.0054 0.0057
H -1.1220 2.8477 -2.7387 0.0078 -0.0216 0.0015
H -0.2490 0.7501 -1.7568 0.0199 -0.0196 0.0309
H 0.5215 0.7172 0.6035 -0.0223 0.0019 0.0090
F 0.2726 0.8949 -4.6412 -0.0328 0.0133 0.0079
C 1.2554 1.7061 -5.0663 0.1645 0.1351 -0.0502
C 1.2174 2.1855 -6.3613 -0.1167 -0.0306 -0.0785
C 2.2325 3.0272 -6.7932 0.0301 -0.0047 0.0523
C 3.2704 3.3713 -5.9384 0.0117 0.0168 -0.0035
C 3.2892 2.8740 -4.6420 -0.0429 0.0280 -0.0944
C 2.2749 2.0404 -4.1965 0.0163 -0.0797 0.2141
H 0.4042 1.8975 -7.0141 -0.0057 -0.0098 0.0194
H 2.2115 3.4133 -7.8041 -0.0041 -0.0176 -0.0054
H 4.0622 4.0242 -6.2818 0.0000 -0.0059 0.0015
H 4.0971 3.1348 -3.9711 -0.0113 -0.0030 0.0134
H 2.2705 1.6518 -3.1865 -0.0439 -0.0326 -0.0177
F -3.0963 6.2927 -0.6087 -0.0505 0.0547 -0.0224
C -3.1860 7.0344 0.5110 0.0105 0.0233 0.0779
C -4.2176 6.7859 1.3939 -0.0747 -0.0534 0.0046
C -4.2995 7.5500 2.5488 0.0442 0.0433 -0.0200
C -3.3649 8.5457 2.7999 -0.0080 0.0137 0.0156
C -2.3392 8.7763 1.8935 -0.0469 -0.0266 0.0183
C -2.2403 8.0143 0.7380 0.0670 0.0348 -0.0420
H -4.9355 6.0075 1.1748 0.0300 -0.0202 -0.0064
H -5.0969 7.3640 3.2560 -0.0042 -0.0073 -0.0080
H -3.4352 9.1392 3.7018 0.0054 -0.0051 -0.0007
H -1.6100 9.5524 2.0852 0.0140 -0.0145 0.0000
H -1.4451 8.1696 0.0214 -0.0129 -0.0155 -0.0121
```
Forces are in eV/Å.

Orbital gap = 2.1311 eV
Net charge = -2
Highest occupied orbital energy = 0.02499 Ha
LUMO = 2.8 eV

---

Record 4
Formula: C7H16N
Source: the Open Molecules 2025 dataset
Level of theory: ωB97M-V with the def2-TZVPD basis set

```
24
Properties=species:S:1:pos:R:3:forces:R:3
C -0.7636 -1.6227 -2.5906 0.4195 1.4301 -1.3476
C -0.1046 -1.0461 -1.3557 -0.1413 -0.1368 0.0286
C 1.1888 -1.1980 -1.0522 -1.2811 -0.0283 -0.6825
N 1.7458 -0.6126 0.1797 0.0198 1.2661 -1.1329
H -0.0586 -2.1991 -3.2333 -0.4067 0.5711 0.5072
H -1.5194 -2.3031 -2.2590 -0.6959 -0.3932 0.0865
H -1.2754 -0.7958 -3.2578 1.0353 -1.5447 1.4624
H -0.8268 -0.5741 -0.6477 0.8847 -0.0858 -0.6629
H 1.8443 -1.7769 -1.6717 0.5456 0.0098 -0.0067
H 1.0131 0.0019 0.5358 0.3797 -0.3359 0.0873
H 1.9551 -1.2958 0.8744 0.6299 -0.8787 0.7739
H 2.5634 0.0231 0.0140 -0.4370 -0.9959 0.0877
C 1.1908 2.1659 0.9649 -0.1478 -0.7337 1.4920
C -0.2550 1.6936 1.0340 1.9663 1.7283 -0.1986
C -0.7564 0.5179 1.6004 -2.6985 0.1705 -0.2259
C -2.1719 0.0391 1.3258 1.4990 -0.3102 -0.8332
H 1.8268 1.6867 1.7310 -0.2605 -0.2073 -0.2654
H 1.6618 1.9920 -0.0087 -0.3111 0.3607 -0.2036
H 1.2899 3.2282 1.2109 -0.4644 0.0871 -0.4639
H -0.8808 2.4723 0.6249 -0.8882 -0.2896 -0.1421
H -0.1408 -0.0490 2.2658 0.3849 -0.3602 0.5132
H -2.6250 0.6081 0.5023 0.0622 -0.0940 0.3562
H -2.0724 -1.0448 1.0033 -0.4068 0.9270 0.6809
H -2.8289 0.0894 2.2097 0.3123 -0.1564 0.0894
```
Forces are in eV/Å.

Orbital gap (alpha / beta) = 9.1209 / 5.4589 eV
Energy above the lowest of the compared OMol25 structures with the same formula, charge and spin = 67.9 kcal/mol
Multiplicity = 2
Net charge = +2
Highest occupied orbital energy (alpha / beta) = -0.66915 / -0.66892 Ha
LUMO (alpha / beta) = -9.1 / -12.7 eV

---

Record 5
Formula: C10H12ClNPRe
Source: the Open Molecules 2025 dataset
Level of theory: ωB97M-V with the def2-TZVPD basis set

```
26
Properties=species:S:1:pos:R:3:forces:R:3
C 1.3556 0.8225 -2.4753 0.3942 1.7417 -2.4854
C 0.2346 0.3632 -3.2449 0.4421 1.1318 -2.2117
C -0.3556 -0.8727 -2.9365 0.1775 -1.5524 -1.3780
C 0.2074 -1.6781 -1.9109 1.3665 -2.1412 -0.9907
C 1.4034 -1.1502 -1.3383 0.4347 -3.1060 0.6697
Re 0.0875 0.2139 -1.1789 -1.9924 3.7383 5.1515
P -0.1188 2.5210 -0.4219 -0.1248 1.2078 -0.6600
H 1.9979 1.6691 -2.6961 -0.2399 -0.0857 -0.0526
H -0.2935 0.9985 -3.9660 0.1977 -0.1689 0.1495
H -1.2572 -1.1899 -3.4398 -0.3791 0.3127 0.2865
H 2.1992 -1.6668 -0.8372 -0.0298 -0.1403 0.3874
H -0.2164 -2.6160 -1.5846 -0.2722 -0.2218 -0.2262
H -1.1392 3.0153 0.4021 0.0843 0.0120 0.2331
H -0.1355 3.5156 -1.4301 0.0706 -0.2006 0.2843
H 1.0440 2.8929 0.2810 -0.1807 0.1733 -0.0080
Cl 0.7836 1.0238 4.5206 0.0813 -0.1771 -0.2572
C 0.1408 0.0799 3.2230 0.8727 -0.1765 0.1571
C -0.6005 -1.0709 3.5135 0.0326 0.4800 -1.0075
C -1.2156 -1.7124 2.4406 -0.1996 0.3614 -0.3537
C -1.1865 -1.1155 1.1699 0.2027 -0.1484 0.7496
N -0.3380 -0.0922 0.9198 0.8333 -0.8450 0.4547
C 0.4622 0.4124 1.9040 -1.8331 -0.1918 0.1663
H -0.6869 -1.4055 4.5367 -0.0644 -0.0791 -0.0178
H -1.7506 -2.6442 2.5758 -0.1441 0.1756 0.0566
H -1.8367 -1.4728 0.3460 0.6604 0.2797 0.5946
H 1.2147 1.1592 1.6276 -0.3906 -0.3796 0.3082
```
Forces are in eV/Å.

Orbital gap (alpha / beta) = 5.2429 / 8.2724 eV
Multiplicity = 4
Net charge = +1
Highest occupied orbital energy (alpha / beta) = -0.34617 / -0.46557 Ha
LUMO (alpha / beta) = -4.2 / -4.4 eV

---

Record 6
Formula: C21H55NO7
Source: the Open Molecules 2025 dataset
Level of theory: ωB97M-V with the def2-TZVPD basis set

```
84
Properties=species:S:1:pos:R:3:forces:R:3
C 0.8133 4.1644 -1.8080 0.7229 0.4087 -0.0030
C 2.0514 3.3012 -2.1066 0.3111 0.3471 0.2746
C 3.1555 4.1890 -2.7428 -0.7171 -0.4248 -0.7947
C 2.5569 2.7565 -0.7767 0.4326 -0.9753 0.4631
C 3.6296 1.6766 -0.9200 -0.4055 0.0504 0.1057
C 3.0761 0.4879 -1.6952 -0.0055 0.4484 -0.0005
C 2.3236 0.9030 -3.0067 1.7035 -1.1999 -0.2000
C 3.3999 0.8834 -4.1192 -0.3344 -0.8251 -0.3721
C 1.2837 -0.1899 -3.2520 -1.1251 0.1067 -0.5232
N 1.6296 2.1758 -2.9364 -0.6338 -0.2445 1.1062
O 1.2403 2.5998 -4.2314 0.0473 0.0317 0.1840
H 0.2158 3.7368 -1.0058 -0.2585 -0.1459 -0.2364
H 1.1703 5.1399 -1.4636 -0.1142 -0.0057 0.0700
H 0.2471 4.3518 -2.7185 -0.1860 -0.0744 0.0872
H 3.7333 3.6388 -3.4861 0.2262 -0.1219 0.3141
H 2.6595 4.9557 -3.3418 0.2017 0.2841 0.2498
H 3.7991 4.6060 -1.9746 0.0516 0.2377 -0.0934
H 2.9679 3.5220 -0.1159 -0.2758 0.4122 -0.3025
H 1.7487 2.2768 -0.2110 -0.2096 0.1701 -0.1704
H 4.5299 2.0569 -1.4102 -0.0491 0.0933 -0.0371
H 3.9153 1.3810 0.0924 0.1721 -0.1506 -0.0975
H 2.4264 -0.1633 -1.1066 -0.1708 0.4520 0.3441
H 3.9256 -0.1578 -1.9285 -0.1449 -0.0467 -0.4258
H 3.8666 -0.1066 -4.1638 -0.0678 -0.0011 0.2376
H 4.2133 1.5847 -3.9463 -0.1677 0.2545 -0.1185
H 2.9355 0.9867 -5.1012 0.1634 0.5451 0.0313
H 0.6642 -0.3238 -2.3628 0.0323 0.1404 0.0583
H 1.6177 -1.1875 -3.5395 0.6302 0.1782 0.0741
H 0.5971 0.1126 -4.0507 0.1122 0.0572 -0.0135
H 0.2801 2.6050 -4.1515 -0.0001 0.0282 -0.2435
C -2.2167 3.4071 1.3777 -0.3356 1.1617 -0.5115
C -3.4049 2.4737 1.4525 0.7161 -1.0649 0.2601
O -3.8068 2.0908 0.1412 -0.0712 0.2490 -0.2897
H -2.2713 4.0053 0.4606 -0.1708 -0.1376 -0.0217
H -1.2371 2.9344 1.3466 -0.0844 -0.2383 0.2802
H -2.2861 4.1554 2.1701 0.3608 -0.2429 0.2288
H -4.2300 2.8978 2.0256 -0.1364 0.2131 -0.2470
H -3.0790 1.5831 2.0031 -0.2379 -0.0110 0.0863
H -3.9845 1.1493 0.0868 -0.0301 -0.0310 0.2551
C -0.7597 -0.6208 5.4644 0.0065 -0.2465 0.3077
C 0.0595 -0.1729 6.6815 -0.6596 -1.0398 -0.6883
O 0.3339 1.2130 6.6390 0.1571 -0.0844 0.2287
H -0.1540 -0.7395 4.5651 -0.0829 0.6252 -0.1158
H -1.5807 0.0937 5.3819 0.0017 -0.0802 -0.6165
H -1.2224 -1.6046 5.5869 0.0269 0.0743 0.3606
H 0.9926 -0.7335 6.6966 0.2037 0.3270 0.2167
H -0.5359 -0.4750 7.5506 0.2771 0.3233 0.3027
H -0.5120 1.6654 6.7119 0.0571 0.0911 -0.0415
C 0.1440 -1.0430 0.6903 -0.9433 0.3197 -1.2655
C -1.2329 -0.6436 1.2046 -0.5104 -0.7331 -0.0089
O -2.2419 -1.6768 1.1039 0.6539 0.0067 -0.3344
H 0.4657 -2.0254 1.0257 0.3023 0.2500 0.4879
H 0.8275 -0.2042 0.8162 0.3181 -0.2985 0.5373
H 0.0629 -1.1192 -0.4014 0.0141 -0.1943 0.0225
H -1.6428 0.1803 0.6144 0.4585 0.4703 0.3406
H -1.1895 -0.4340 2.2741 0.0274 0.4855 -0.0913
H -2.0336 -2.2269 0.3272 -0.0429 -0.0833 0.3923
C -5.9252 -1.0689 4.1095 -1.0330 0.5640 -1.4062
C -4.9829 -1.2124 2.9242 1.2255 -0.7437 0.8814
O -3.6502 -1.0408 3.4454 -0.0677 0.2684 -0.2170
H -6.0517 -1.9255 4.7636 0.7522 0.0054 0.2083
H -6.9378 -0.9284 3.7020 0.0964 0.1533 0.0625
H -5.6511 -0.1314 4.5888 -0.0576 -0.2262 0.5317
H -5.1567 -0.4613 2.1493 -0.3050 0.0074 0.0370
H -4.9966 -2.2161 2.4869 -0.4684 0.1128 -0.1884
H -3.0394 -1.2140 2.7094 -0.3232 -0.2305 0.2032
C -2.5143 -2.4867 -2.3876 0.1370 -0.2600 -0.7133
C -1.5187 -3.5883 -2.0907 0.1893 0.1260 -0.2155
O -1.2978 -3.6462 -0.6773 0.0002 -0.1446 -0.4082
H -2.0688 -1.4953 -2.3064 -0.0951 0.0182 0.4513
H -3.4160 -2.6076 -1.7900 0.0493 0.2037 0.1534
H -2.8123 -2.5640 -3.4375 -0.0523 -0.0894 0.0526
H -0.5689 -3.3967 -2.6037 -0.0256 0.1365 0.0337
H -1.8723 -4.5489 -2.4788 -0.1691 -0.0234 0.2368
H -0.5239 -4.1990 -0.5302 -0.0579 0.0154 0.2393
C 2.6364 -3.3473 -1.6205 0.0573 -0.2900 -0.0199
C 3.5316 -4.5848 -1.6053 -1.0281 0.6357 0.1561
O 3.7771 -4.9733 -0.2600 0.4912 0.0544 -0.3155
H 1.6832 -3.5146 -1.1145 -0.0214 -0.1521 -0.1018
H 2.4600 -3.1200 -2.6731 -0.1916 0.2027 0.0760
H 3.0797 -2.4776 -1.1368 0.2514 -0.0935 -0.0634
H 4.4205 -4.3161 -2.1830 0.2799 -0.3580 0.2516
H 2.9847 -5.3898 -2.1083 0.2243 -0.0324 -0.2082
H 4.4736 -5.6380 -0.2919 -0.0747 -0.0013 0.2389
```
Forces are in eV/Å.

Orbital gap = 8.8061 eV
Energy above the lowest of the compared OMol25 structures with the same formula, charge and spin = 27.8 kcal/mol
Highest occupied orbital energy = -0.30781 Ha
LUMO = 0.4 eV
SMILES = CC1(C)CCCC(C)(C)N1O.CCO.CCO.CCO.CCO.CCO.CCO